This record from OMol25 describes a structure of composition C52H38As2Cl2F4N4SSiW. The level of theory is ωB97M-V/def2-TZVPD.

ORCA input file:
```
! RIJCOSX wB97M-V def2-TZVPD def2/J DEFGRID3
* xyz 2 3
W -1.03 -0.17 -0.07
C -0.41 2.75 2.01
C 0.88 2.42 1.26
As 1.18 0.48 1.27
C 1.92 0.15 3.02
C 2.00 1.15 3.98
C 2.68 0.91 5.17
C 3.28 -0.32 5.39
C 3.20 -1.32 4.43
C 2.51 -1.09 3.24
C 2.77 0.17 0.21
C 3.07 -1.14 -0.15
C 4.26 -1.42 -0.81
C 5.14 -0.39 -1.13
C 4.83 0.91 -0.78
C 3.65 1.20 -0.10
As -1.99 1.84 1.30
C -3.24 2.02 2.76
C -3.44 3.32 3.24
C -4.33 3.54 4.27
C -5.03 2.47 4.83
C -4.85 1.19 4.34
C -3.95 0.96 3.30
C -2.74 3.11 0.04
C -4.01 2.84 -0.46
C -4.58 3.70 -1.38
C -3.89 4.82 -1.80
C -2.63 5.09 -1.30
C -2.05 4.23 -0.38
H -0.36 2.44 3.06
H -0.59 3.83 2.01
H 1.74 2.91 1.73
H 0.85 2.75 0.22
H 1.57 2.13 3.82
H 2.75 1.69 5.91
H 3.81 -0.51 6.31
H 3.66 -2.28 4.60
H 2.45 -1.87 2.50
H 2.40 -1.96 0.12
H 4.51 -2.45 -1.05
H 6.07 -0.61 -1.62
H 5.52 1.71 -1.01
H 3.44 2.22 0.19
H -2.92 4.16 2.79
H -4.48 4.54 4.65
H -5.73 2.65 5.64
H -5.40 0.36 4.76
H -3.82 -0.05 2.93
H -4.56 1.97 -0.11
H -5.58 3.49 -1.76
H -4.35 5.50 -2.52
H -2.10 5.98 -1.62
H -1.06 4.46 0.00
Cl -0.92 1.56 -2.16
C -1.85 0.65 -3.32
C -1.66 0.93 -4.66
C -2.43 0.25 -5.59
C -3.36 -0.69 -5.18
C -3.54 -0.96 -3.83
Cl -4.70 -2.13 -3.36
C -2.78 -0.29 -2.86
S -3.04 -0.65 -1.16
H -0.95 1.68 -4.96
H -2.31 0.46 -6.64
H -3.96 -1.23 -5.91
F 1.85 0.15 -3.34
C 2.60 -0.67 -4.06
C 3.57 -0.16 -4.84
F 3.75 1.14 -4.84
C 4.41 -1.00 -5.66
C 4.11 -2.41 -5.60
C 3.13 -2.91 -4.82
F 2.92 -4.22 -4.81
C 2.33 -2.08 -3.97
C 1.36 -2.59 -3.13
C 0.67 -1.81 -2.19
N 0.04 -1.29 -1.37
C 0.96 -3.96 -3.07
N 0.55 -5.03 -2.95
F 4.82 -3.24 -6.33
C 5.42 -0.49 -6.45
C 5.72 0.91 -6.52
N 5.99 2.02 -6.62
C 6.28 -1.29 -7.25
N 7.01 -1.88 -7.92
C -1.23 -3.76 0.28
Si -1.73 -2.25 1.28
C -3.60 -2.28 1.55
C -0.92 -2.34 2.98
C -0.33 -3.52 3.41
C 0.05 -3.69 4.74
C -0.15 -2.67 5.65
C -0.72 -1.47 5.24
C -1.09 -1.31 3.91
H -1.62 -4.67 0.73
H -0.15 -3.86 0.19
H -1.65 -3.70 -0.73
H -3.81 -2.57 2.58
H -4.06 -3.02 0.89
H -4.10 -1.33 1.35
H -0.19 -4.35 2.72
H 0.49 -4.62 5.06
H 0.13 -2.80 6.69
H -0.87 -0.66 5.95
H -1.54 -0.37 3.61
*
```

E_LUMO (spin up / spin down): -8.191 / -7.903 eV

***

This record from OMol25 describes a structure of composition C52H38AuBr2N4OP2. The level of theory is ωB97M-V/def2-TZVPD.

ORCA input file:
```
! RIJCOSX wB97M-V def2-TZVPD def2/J DEFGRID3
* xyz 3 1
Au 0.08 0.60 0.06
Br 1.59 4.96 5.07
C 1.14 3.82 3.66
C -0.05 3.10 3.67
C -0.28 2.23 2.64
N 0.56 2.05 1.62
C 1.66 2.82 1.53
C 1.99 3.69 2.57
C 2.47 2.74 0.29
C 3.56 3.57 0.08
C 4.31 3.43 -1.08
Br 5.78 4.54 -1.39
C 3.96 2.45 -1.99
C 2.84 1.69 -1.71
N 2.09 1.83 -0.62
H -0.77 3.21 4.47
H -1.19 1.64 2.63
H 2.90 4.27 2.53
H 3.84 4.33 0.80
H 4.53 2.29 -2.89
H 2.53 0.91 -2.40
O 0.62 -2.85 -0.67
C 0.38 -3.08 -2.01
C 0.72 -4.27 -2.62
C 0.40 -4.45 -3.96
C -0.26 -3.45 -4.66
C -0.57 -2.25 -4.05
C -0.21 -2.04 -2.71
P -0.65 -0.46 -1.96
C -2.45 -0.50 -1.89
C -3.27 0.32 -2.66
C -4.65 0.20 -2.55
C -5.21 -0.73 -1.69
C -4.39 -1.57 -0.94
C -3.02 -1.46 -1.05
C -0.06 0.76 -3.16
C -0.55 2.06 -3.17
C -0.07 3.00 -4.07
C 0.90 2.64 -4.99
C 1.41 1.34 -4.99
C 0.94 0.41 -4.08
C -0.20 -3.46 0.25
C -0.92 -4.62 0.04
C -1.63 -5.15 1.11
C -1.60 -4.55 2.36
C -0.91 -3.36 2.54
C -0.23 -2.78 1.47
P 0.71 -1.26 1.54
C 0.45 -0.62 3.20
C -0.85 -0.55 3.71
C -1.06 -0.13 5.02
C 0.02 0.23 5.81
C 1.31 0.18 5.30
C 1.53 -0.25 4.00
C 2.45 -1.66 1.34
C 3.40 -0.66 1.13
C 4.75 -0.99 1.09
C 5.15 -2.30 1.27
C 4.21 -3.30 1.49
C 2.86 -2.98 1.53
H 1.23 -5.05 -2.06
H 0.66 -5.38 -4.45
H -0.54 -3.61 -5.70
H -1.08 -1.48 -4.61
H -2.86 1.04 -3.35
H -5.29 0.83 -3.16
H -6.29 -0.82 -1.61
H -4.83 -2.30 -0.28
H -2.39 -2.12 -0.46
H -1.34 2.34 -2.49
H -0.48 4.00 -4.08
H 1.27 3.36 -5.71
H 2.16 1.06 -5.71
H 1.36 -0.59 -4.10
H -0.92 -5.12 -0.92
H -2.19 -6.07 0.97
H -2.12 -5.00 3.19
H -0.89 -2.91 3.52
H -1.70 -0.82 3.10
H -2.07 -0.10 5.42
H -0.14 0.55 6.83
H 2.15 0.45 5.92
H 2.54 -0.33 3.63
H 3.09 0.36 1.01
H 5.49 -0.21 0.93
H 6.20 -2.56 1.24
H 4.52 -4.32 1.64
H 2.13 -3.77 1.71
N -6.14 0.93 1.52
C -5.24 1.51 1.11
C -4.09 2.21 0.62
C -4.11 3.57 0.31
C -2.94 4.16 -0.14
C -1.80 3.38 -0.28
N -1.79 2.07 -0.02
C -2.91 1.50 0.44
H -5.02 4.14 0.43
H -2.90 5.22 -0.37
H -0.87 3.82 -0.61
H -2.87 0.44 0.68
*
```

E_LUMO: -10.172 eV

***

This record from OMol25 describes a structure of composition C52H38Br2INO17SSi2. The level of theory is ωB97M-V/def2-TZVPD.

ORCA input file:
```
! RIJCOSX wB97M-V def2-TZVPD def2/J DEFGRID3
* xyz 0 1
C -2.63 0.31 -6.32
C -1.53 -0.49 -5.72
Br -1.71 -2.38 -6.02
C -0.48 -0.02 -5.05
Br 0.85 -1.23 -4.36
Si -0.26 1.82 -4.77
N 1.44 2.31 -5.05
C 1.89 1.74 -6.03
S 2.71 0.86 -7.04
O -0.76 2.32 -3.28
Si -1.20 1.15 -2.17
I -1.69 2.29 -0.05
H -2.89 1.19 -5.74
H -3.51 -0.31 -6.34
H -2.42 0.54 -7.36
H -1.07 2.51 -5.77
H -0.16 0.16 -1.93
H -2.42 0.43 -2.60
C 3.22 1.87 2.25
C 3.59 2.52 3.34
C 2.63 2.79 4.44
O 2.97 3.39 5.44
C 1.24 2.29 4.28
C 0.87 1.64 3.18
C 1.83 1.37 2.08
O 1.47 0.78 1.09
H 3.90 1.67 1.43
H 4.59 2.90 3.48
H 0.56 2.49 5.10
H -0.14 1.27 3.04
C -0.73 -6.53 -5.74
C -0.50 -5.69 -4.74
C -0.16 -6.19 -3.38
O 0.04 -5.42 -2.46
C -0.08 -7.65 -3.19
C -0.30 -8.49 -4.20
C -0.64 -8.00 -5.55
O -0.84 -8.77 -6.47
H -0.98 -6.19 -6.74
H -0.56 -4.62 -4.86
H 0.17 -8.00 -2.20
H -0.25 -9.57 -4.07
C 0.71 6.78 -0.16
C 1.49 5.72 0.01
C 2.06 5.39 1.34
O 2.77 4.42 1.48
C 1.73 6.28 2.47
C 0.94 7.34 2.30
C 0.37 7.67 0.98
O -0.36 8.63 0.82
H 0.28 7.04 -1.12
H 1.75 5.05 -0.81
H 2.15 6.02 3.43
H 0.68 7.99 3.12
C 1.81 13.16 4.04
C 2.13 11.87 4.00
C 1.63 10.99 2.92
O 1.92 9.81 2.89
C 0.76 11.59 1.88
C 0.44 12.89 1.92
C 0.94 13.77 3.00
O 0.65 14.95 3.03
H 2.16 13.82 4.82
H 2.76 11.41 4.74
H 0.40 10.93 1.10
H -0.19 13.35 1.17
C -3.67 5.14 3.56
C -4.91 5.01 3.12
C -5.33 5.59 1.81
O -6.47 5.48 1.41
C -4.30 6.32 1.03
C -3.05 6.44 1.47
C -2.64 5.86 2.77
O -1.50 5.96 3.19
H -3.34 4.72 4.50
H -5.68 4.49 3.67
H -4.62 6.73 0.08
H -2.29 6.97 0.91
C 1.55 -3.56 1.28
C 0.58 -2.72 1.66
C 0.35 -2.41 3.09
O -0.53 -1.65 3.44
C 1.24 -3.06 4.09
C 2.21 -3.89 3.71
C 2.44 -4.20 2.28
O 3.33 -4.96 1.94
H 1.73 -3.80 0.25
H -0.08 -2.24 0.95
H 1.06 -2.81 5.13
H 2.87 -4.37 4.42
C 3.55 -8.07 0.41
C 4.81 -7.77 0.68
C 5.77 -8.80 1.16
O 6.92 -8.53 1.40
C 5.26 -10.19 1.32
C 3.99 -10.49 1.05
C 3.04 -9.45 0.57
O 1.88 -9.73 0.32
H 2.84 -7.33 0.07
H 5.20 -6.77 0.57
H 5.97 -10.93 1.67
H 3.59 -11.49 1.16
C -3.54 -8.91 -1.46
C -4.46 -9.15 -0.54
C -5.81 -8.55 -0.62
O -6.65 -8.77 0.22
C -6.10 -7.67 -1.78
C -5.18 -7.42 -2.71
C -3.82 -8.03 -2.62
O -2.98 -7.81 -3.47
H -2.54 -9.34 -1.42
H -4.27 -9.79 0.31
H -7.09 -7.24 -1.82
H -5.36 -6.78 -3.56
*
```

E_LUMO: -1.695 eV

***

This record from OMol25 describes a structure of composition C52H40BF6N4O3PRb. The level of theory is ωB97M-V/def2-TZVPD.

ORCA input file:
```
! RIJCOSX wB97M-V def2-TZVPD def2/J DEFGRID3
* xyz -1 1
Rb -0.09 -0.65 -0.17
C -1.54 3.28 -3.79
O -0.10 3.19 -3.65
C 0.09 2.42 -2.54
N -0.90 2.09 -1.84
C -2.07 2.75 -2.45
C -3.25 1.81 -2.50
C -3.43 0.88 -1.48
C -4.53 0.03 -1.50
C -5.46 0.12 -2.52
C -5.29 1.04 -3.54
C -4.19 1.89 -3.52
C 1.53 2.05 -2.29
C 2.52 2.43 -3.17
C 3.83 2.07 -2.87
C 4.08 1.37 -1.71
C 3.00 1.04 -0.88
N 1.75 1.36 -1.18
C 3.27 0.30 0.39
N 2.43 -0.11 1.24
C 3.21 -0.73 2.33
C 4.66 -0.73 1.79
O 4.60 0.13 0.63
C 2.74 -2.12 2.73
C 3.52 -2.85 3.62
C 3.15 -4.13 4.01
C 1.98 -4.69 3.50
C 1.20 -3.97 2.62
C 1.58 -2.69 2.24
H -1.84 2.66 -4.63
H -1.80 4.32 -3.98
H -2.34 3.59 -1.79
H -2.70 0.80 -0.68
H -4.64 -0.70 -0.71
H -6.32 -0.55 -2.53
H -6.01 1.11 -4.35
H -4.06 2.60 -4.33
H 2.27 2.99 -4.06
H 4.64 2.33 -3.54
H 5.07 1.06 -1.43
H 3.12 -0.08 3.20
H 4.97 -1.72 1.46
H 5.38 -0.31 2.48
H 4.44 -2.42 4.02
H 3.77 -4.69 4.70
H 1.69 -5.69 3.79
H 0.29 -4.39 2.22
H 0.96 -2.12 1.57
F -2.91 -3.19 4.53
C -2.47 -1.95 4.15
C -2.03 -1.72 2.87
C -1.57 -0.45 2.46
C -1.59 0.58 3.42
C -2.04 0.29 4.71
F -2.07 1.24 5.71
C -2.49 -0.96 5.12
C -1.09 1.95 3.02
C -1.19 3.09 3.84
C -0.70 4.30 3.40
C -0.11 4.39 2.15
C -0.05 3.22 1.40
N -0.52 2.05 1.81
H -2.04 -2.56 2.17
H -2.82 -1.13 6.13
H -1.66 3.01 4.80
H -0.78 5.18 4.03
H 0.30 5.31 1.76
H 0.39 3.22 0.41
O -1.92 -1.84 -1.36
P -2.44 -2.53 -2.59
C -1.59 -4.07 -2.95
C -0.20 -4.02 -3.10
C 0.53 -5.18 -3.27
C -0.13 -6.41 -3.34
C -1.51 -6.47 -3.21
C -2.24 -5.30 -3.00
C -2.17 -1.56 -4.08
C -1.24 -0.52 -4.01
C -0.89 0.18 -5.16
C -1.46 -0.14 -6.38
C -2.37 -1.20 -6.46
C -2.70 -1.92 -5.33
C -4.18 -2.96 -2.39
C -5.20 -2.68 -3.30
C -6.52 -2.99 -2.99
C -6.83 -3.57 -1.78
C -5.82 -3.83 -0.85
C -4.51 -3.52 -1.16
H 0.34 -3.08 -3.02
H 1.61 -5.13 -3.32
H 0.44 -7.32 -3.47
H -2.02 -7.42 -3.25
H -3.31 -5.36 -2.88
H -0.77 -0.28 -3.07
H -0.15 0.97 -5.10
H -1.19 0.40 -7.27
H -2.79 -1.47 -7.42
H -3.34 -2.78 -5.42
H -4.98 -2.17 -4.22
H -7.30 -2.76 -3.71
H -7.86 -3.81 -1.53
H -6.06 -4.26 0.11
H -3.73 -3.69 -0.42
F 2.92 -4.33 -0.99
B 2.93 -3.01 -1.40
F 1.65 -2.43 -1.19
F 3.88 -2.26 -0.68
F 3.21 -2.93 -2.78
*
```

E_LUMO: 1.883 eV

***

Taking the records one at a time from the top gives total energy values of -8768.89332; -8264.20275; -9760.91894; -3440.16537 Ha.
Taking the records one at a time from the top gives relative energy (zero: lowest compared OMol25 entry of this formula, charge and spin) values of 0.662; 0.579; 0.000; 0.816 eV.
Taking the records one at a time from the top gives max |F| values of 2.0; 0.4; 1.9; 1.7 eV/Å.